# C14H29NO4

A 2-piece molecular cluster, C14H29NO4 overall at a distorted geometry (the ωB97M-V functional and the def2-TZVPD basis, OMol25).

CARTESIAN COORDINATES (ANGSTROEM)
C -0.66731 4.36569 -0.86933
C -1.41134 2.96506 -0.74251
C -1.06670 2.12589 0.57448
C -2.48674 1.59316 1.14877
C -0.26123 2.91817 1.68866
C -1.08667 3.55893 2.92796
C 0.16937 3.86261 3.87751
N 0.94743 2.61312 3.71617
C 0.54207 1.82510 2.57464
O 0.79276 0.64021 2.33027
H -0.94271 4.91610 -1.83278
H 0.45345 4.13253 -0.93768
H -0.78116 5.03873 0.03750
H -1.09123 2.32501 -1.63783
H -2.53627 3.12110 -0.89447
H -0.52658 1.17646 0.23930
H -2.41341 1.18443 2.19796
H -3.27491 2.41426 1.03712
H -2.79693 0.76661 0.41925
H 0.59433 3.60214 1.39295
H -1.74518 4.40943 2.58894
H -1.55350 2.66608 3.44955
H -0.03366 4.09876 4.97422
H 0.62030 4.80959 3.41101
H 1.25375 2.12248 4.55719
C -1.31844 -5.14158 -2.71998
O -0.08041 -4.65585 -2.23979
C 0.81294 -4.32121 -3.29600
C 1.81574 -3.27191 -2.83568
O 1.27474 -1.95180 -2.80321
C 0.37928 -1.66711 -1.72714
C 1.07944 -1.52918 -0.38237
O 1.35940 -2.81300 0.16636
C 2.41688 -2.77224 1.10376
H -1.17537 -6.06014 -3.29706
H -1.95493 -5.35628 -1.86061
H -1.81471 -4.38196 -3.33366
H 0.26096 -3.94054 -4.16272
H 1.34544 -5.23654 -3.58071
H 2.62246 -3.23457 -3.57354
H 2.27270 -3.53564 -1.88078
H -0.43421 -2.39260 -1.68720
H -0.06794 -0.69949 -1.97473
H 0.42385 -1.00283 0.32144
H 2.00436 -0.95637 -0.51079
H 3.33860 -2.42013 0.62818
H 2.58452 -3.78591 1.46980
H 2.15676 -2.12473 1.94760

## Properties
ΔE to the lowest compared entry with this formula, charge and spin = 134.8 kJ/mol
frontier orbital gap = 9.7 eV
structure (SMILES) = CC[C@H](C)[C@H]1CCNC1=O.COCCOCCOC
calculated total energy = -24665.503 eV
2S+1 = 1

What are the Löwdin partial charges on each atom? They are as follows, in elementary charge units: number 1, C, carries -0.132; number 2, C, carries -0.224; number 3, C, carries -0.296; number 4, C, carries -0.080; number 5, C, carries -0.185; number 6, C, carries -0.115; number 7, C, carries -0.195; number 8, N, carries 0.030; number 9, C, carries -0.381; number 10, O, carries 0.044; number 11, H, carries 0.079; number 12, H, carries 0.081; number 13, H, carries 0.068; number 14, H, carries 0.108; number 15, H, carries 0.104; number 16, H, carries 0.116; number 17, H, carries 0.073; number 18, H, carries 0.083; number 19, H, carries 0.089; number 20, H, carries 0.142; number 21, H, carries 0.122; number 22, H, carries 0.113; number 23, H, carries 0.125; number 24, H, carries 0.118; number 25, H, carries 0.132; number 26, C, carries -0.113; number 27, O, carries -0.205; number 28, C, carries -0.199; number 29, C, carries -0.177; number 30, O, carries -0.132; number 31, C, carries -0.172; number 32, C, carries -0.198; number 33, O, carries -0.201; number 34, C, carries -0.108; number 35, H, carries 0.086; number 36, H, carries 0.088; number 37, H, carries 0.087; number 38, H, carries 0.125; number 39, H, carries 0.125; number 40, H, carries 0.125; number 41, H, carries 0.120; number 42, H, carries 0.120; number 43, H, carries 0.119; number 44, H, carries 0.104; number 45, H, carries 0.131; number 46, H, carries 0.087; number 47, H, carries 0.086; number 48, H, carries 0.084